(1)
Molecular formula: C24H80N6O16
Method: DFT, ωB97M-V with the def2-TZVPD basis set

Structure (XYZ):
```
126
Properties=species:S:1:pos:R:3:forces:R:3:mulliken_charge:R:1
C -1.39095 2.60536 1.33702 -0.713 0.217 1.665 1.664
C -2.64695 3.46936 1.40502 0.099 -1.115 1.139 -0.593
O -2.78595 4.16136 0.18602 -0.736 1.492 -0.289 -0.714
H -0.44595 3.10436 1.41002 0.233 0.865 -0.231 0.339
H -1.46495 2.13936 0.40402 0.130 -1.075 -1.355 -1.579
H -1.29395 1.81236 2.09802 -0.669 0.335 -0.276 -0.390
H -2.61295 4.17236 2.26202 -0.211 -0.368 -0.337 0.436
H -3.53495 2.80136 1.43602 0.455 0.196 0.758 0.324
H -3.62095 4.67136 0.30902 1.077 -0.359 -0.525 0.379
C 4.53405 -1.31964 1.91902 -0.743 -0.069 0.307 -1.373
C 3.85005 0.02436 2.01602 1.557 -1.695 2.465 1.574
O 4.87405 0.92636 2.04902 1.547 2.797 -0.886 -0.726
H 3.73405 -2.00364 2.11802 -0.035 -1.203 -0.558 0.023
H 5.34505 -1.52964 2.62202 -0.367 0.727 0.522 0.399
H 5.03705 -1.38664 0.98902 -0.023 -0.601 -1.353 0.386
H 3.43505 0.03536 3.01202 -1.114 0.080 0.326 -0.125
H 3.12805 0.26936 1.28902 -0.977 -0.258 -1.003 -0.379
H 4.61505 1.69836 1.52502 0.443 0.054 0.452 0.355
C 0.95705 -3.00764 2.68502 0.203 0.902 -0.953 0.121
C 1.64405 -3.17064 3.96802 1.231 0.320 1.532 -0.572
O 1.18605 -4.33664 4.63902 -0.177 0.136 1.718 -0.555
H -0.09595 -2.99764 2.87602 -0.727 0.259 -0.150 0.396
H 1.16405 -3.86664 2.06502 0.169 -0.180 -0.434 0.413
H 1.30805 -2.06964 2.16802 -0.533 -0.990 0.563 -0.519
H 1.47705 -2.33764 4.67902 0.112 0.108 -0.667 0.183
H 2.73005 -3.26964 3.82802 -0.057 0.191 -0.042 0.231
H 1.24705 -4.08164 5.59602 -0.191 -0.902 -1.339 0.344
C -3.98395 1.58136 -1.53698 0.106 1.389 -0.226 0.343
C -5.02395 2.69736 -1.35798 -0.435 -1.847 1.262 -0.539
O -5.89995 2.62336 -2.46398 -0.160 0.614 -0.521 -0.559
H -4.40595 0.61536 -1.70298 -0.761 -0.484 -0.366 0.333
H -3.42295 1.44536 -0.65098 0.829 0.121 1.062 -0.510
H -3.29795 1.81636 -2.34498 0.136 -0.031 -0.302 0.136
H -4.60995 3.69136 -1.13298 -0.070 -0.371 -0.808 0.082
H -5.57995 2.40136 -0.44098 0.177 0.321 -0.313 0.381
H -6.80195 2.52636 -2.15498 -0.026 0.094 0.013 0.343
C 3.41605 2.05536 -0.77498 -0.550 -1.593 -0.990 0.961
C 3.91905 3.41036 -0.52498 1.108 0.789 0.236 -1.079
O 4.17005 3.46136 0.88302 1.224 1.517 0.000 -0.579
H 2.49105 1.83236 -0.22598 0.611 -0.039 -0.069 -0.250
H 4.17105 1.23536 -0.71198 -0.353 0.820 0.603 0.638
H 3.13305 1.96836 -1.81198 -0.330 0.069 -0.613 -0.669
H 3.23805 4.24536 -0.73598 -0.148 -0.510 -0.337 0.467
H 4.86705 3.55636 -1.06998 -0.191 0.110 0.126 0.411
H 4.60605 4.33036 1.03702 -0.436 -0.969 0.328 0.340
C -0.23495 1.63436 5.07402 -0.974 -0.487 0.259 -1.378
C 0.64605 0.59836 4.49602 2.707 0.724 -0.883 -0.210
O 0.74705 0.74336 3.05102 -0.408 -0.544 1.452 0.947
H -1.18395 1.49536 4.61702 -1.050 0.091 -0.745 0.271
H 0.02605 2.65636 4.93202 0.572 0.717 0.057 0.233
H -0.47795 1.40336 6.09202 0.363 0.188 0.932 0.444
H 0.25705 -0.36564 4.75602 -0.186 -0.671 -0.334 0.208
H 1.71005 0.65536 4.90502 -1.184 -0.126 -0.262 0.347
H 1.13105 1.61836 2.85602 0.191 -0.141 -0.035 -0.586
C 0.33605 -5.14364 -3.51598 0.554 1.660 0.662 -1.593
C 0.63505 -3.84464 -2.70498 0.992 -2.665 1.139 1.261
O 1.48405 -4.36564 -1.67398 0.305 0.467 0.234 -0.623
H 1.23505 -5.48264 -4.04398 -0.110 -0.227 0.594 0.384
H -0.33395 -4.86164 -4.27298 -1.338 0.070 -1.274 0.445
H -0.13595 -5.86964 -2.84298 0.436 0.064 -0.289 0.350
H -0.22895 -3.40264 -2.26298 -1.074 0.145 0.329 -0.865
H 1.12505 -3.04264 -3.20598 0.614 0.473 -1.111 0.360
H 1.75205 -3.69664 -1.00398 -0.488 -0.279 -0.453 0.356
C -1.97295 -0.88364 2.59102 -0.993 0.518 -1.873 -0.626
C -3.00495 -0.80864 1.42802 0.432 -0.225 0.977 0.616
O -4.22595 -0.20364 1.90702 -0.643 -1.222 -0.390 -0.627
H -2.28595 -1.54964 3.35502 -0.512 -0.714 0.671 0.724
H -1.99895 0.11336 2.96302 0.431 0.730 0.733 -0.005
H -0.97795 -1.15864 2.27302 0.087 0.130 -0.284 -0.595
H -3.16595 -1.76464 0.95802 -0.424 -0.591 0.216 0.453
H -2.70895 -0.19264 0.60802 0.967 0.653 -0.413 -0.683
H -4.92995 -0.81664 1.60402 0.461 0.686 0.428 0.391
C 0.39705 3.61036 -1.77698 1.577 -0.347 8.586 0.377
O 0.85805 3.66136 -0.47798 -1.684 0.148 -5.923 -0.486
N 1.15805 3.74236 -2.79098 4.265 0.410 -3.883 -0.265
N -0.83595 3.23036 -1.95398 -3.576 -0.310 -1.328 -0.256
H 2.19205 3.74236 -2.60498 -1.803 0.177 -0.331 0.196
H 0.86805 3.49436 -3.75498 0.266 0.396 1.236 0.282
H -1.44595 3.20636 -1.15598 -0.225 0.498 0.387 -0.140
H -1.33995 3.09636 -2.84598 0.910 0.472 0.698 0.218
C -0.03795 -0.14164 -0.56998 -0.443 -5.341 4.594 -0.112
O -0.32595 -1.46164 -0.40698 1.492 4.595 -0.607 1.272
N -0.36795 0.51336 -1.59398 -2.024 2.179 -4.794 0.931
N 0.53505 0.58436 0.39102 1.071 0.147 0.691 3.374
H -0.89595 -0.02164 -2.32898 0.929 1.097 1.010 0.013
H -0.40995 1.56636 -1.57698 0.144 -2.071 -0.117 -0.750
H 0.81105 0.20736 1.26802 -0.237 -0.790 0.705 -1.116
H 0.63705 1.59936 0.40702 -0.308 -0.313 -0.740 -1.536
C -4.10295 -2.48564 -1.62998 -0.648 -4.466 7.710 0.176
O -4.54795 -3.32364 -0.59098 2.355 3.980 -5.240 -0.741
N -4.85595 -2.14364 -2.59898 -5.424 0.659 -4.682 -0.222
N -2.93795 -1.87464 -1.66498 2.297 1.137 -0.318 1.514
H -5.81095 -2.53664 -2.74798 1.499 0.357 0.775 0.300
H -4.63695 -1.42264 -3.28798 0.272 -0.517 0.608 0.124
H -2.15695 -2.09764 -1.06198 -0.065 0.033 0.327 -1.291
H -2.71895 -1.16064 -2.39498 -0.520 -1.155 1.142 -0.140
C 2.17005 0.59036 -4.06198 -0.713 0.528 -0.849 0.043
O 3.40905 0.91936 -4.66398 -0.720 -2.033 -0.590 -0.568
H 1.90405 -0.38164 -4.50398 -0.260 0.508 0.138 0.299
H 1.43605 1.39536 -4.29298 -0.037 -0.673 -0.345 0.065
H 2.06005 0.50536 -2.98798 0.892 -0.148 0.422 -0.229
H 3.83705 1.65236 -4.30098 0.780 1.741 1.152 0.286
C 2.66605 -1.62464 -1.18398 0.477 1.082 -0.710 0.691
O 2.22105 -2.28864 -0.04598 0.574 -0.209 -0.054 -1.015
H 3.50505 -2.10764 -1.65098 0.157 -0.747 -0.183 0.790
H 3.04805 -0.64564 -0.94298 0.212 0.673 0.393 -0.974
H 1.88805 -1.42064 -1.92898 -0.101 -0.515 0.070 -0.483
H 1.40305 -1.82364 0.15202 -1.026 -0.402 0.290 -0.237
C 2.16705 3.89136 3.13602 2.413 1.046 -1.333 -1.100
O 1.92705 2.95436 2.12502 -1.507 -0.594 0.729 -0.265
H 1.49605 3.80436 3.92002 -1.278 -0.660 1.505 0.318
H 2.03405 4.91236 2.76802 0.081 0.112 -0.176 0.253
H 3.21605 3.80136 3.50302 -0.679 0.036 0.039 0.288
H 2.64105 2.97236 1.49602 0.627 0.360 -0.215 0.176
C -1.69495 -1.52764 -4.57198 -0.268 -0.846 1.115 -0.651
O -1.63295 -0.35764 -3.69098 -0.588 0.260 -2.673 -0.596
H -2.67195 -1.52364 -5.10698 0.649 -0.302 0.457 0.325
H -1.54095 -2.44764 -3.90698 -0.480 1.365 -1.054 0.114
H -0.88695 -1.47964 -5.28498 0.259 -0.028 -0.258 0.336
H -1.68195 0.40836 -4.31898 0.046 -0.793 1.079 0.186
C -1.28795 -4.62164 0.07102 -2.068 0.313 -0.351 0.365
O -1.15695 -5.90664 0.58602 0.239 -1.436 -0.498 -0.624
H -1.55995 -4.66664 -1.01398 0.242 -0.101 0.946 0.069
H -0.40295 -4.06664 0.20702 1.101 0.898 -0.074 -0.515
H -2.12895 -4.15964 0.62502 0.260 0.402 -0.607 0.308
H -0.98495 -5.81364 1.51402 0.155 -0.100 0.657 0.328
```
Forces are in eV/Å.

The calculation puts the energy above the lowest of the compared OMol25 structures with the same formula, charge and spin at 59.42 kJ/mol. As for the spin multiplicity: 1. As for the strongest force on any atom: 8.934 eV/A. The orbital gap is 7.92 eV. The HOMO energy is -8.673 eV.


(2)
Molecular formula: C24H83FN2O28
Method: DFT, ωB97M-V with the def2-TZVPD basis set

Structure (XYZ):
```
138
Properties=species:S:1:pos:R:3:forces:R:3:mulliken_charge:R:1
C -2.86232 0.78165 -5.18821 0.333 -0.860 0.319 -1.040
C -1.65896 0.02248 -4.48147 0.066 0.653 -1.098 -0.391
O -2.05968 -0.58157 -3.24591 0.427 0.245 0.067 0.141
C -1.22096 -1.68307 -2.88727 0.055 -0.336 -0.196 -0.950
C -1.46937 -2.15733 -1.37424 0.142 -1.174 -1.211 0.379
O -2.72983 -1.69806 -0.87402 2.003 0.399 0.821 -0.466
C -2.67398 -0.45564 -0.20404 -2.181 1.779 0.191 1.013
C -4.09734 0.20228 -0.61793 -0.788 -0.708 -0.269 -1.023
C -5.24711 -0.88062 -0.55842 -1.979 -1.898 -0.136 0.405
C -5.99893 -1.17688 0.68783 -0.208 -0.641 -1.321 -0.313
C -7.04470 -2.20010 0.78958 1.091 0.188 -2.197 -1.081
C -7.41159 -3.01978 -0.39178 2.022 2.289 0.229 -0.719
C -6.71335 -2.72169 -1.64907 0.359 0.742 1.920 -0.429
C -5.65488 -1.67888 -1.74857 -0.774 -0.432 1.133 0.648
C -5.01927 -1.48662 -3.15810 -0.214 -0.181 -0.147 -0.367
C -2.75813 -0.37634 1.37959 1.475 0.140 2.334 -0.941
O -3.32264 -1.06861 2.19964 -0.176 0.095 -1.402 -0.652
N -1.94553 0.74214 1.85221 -0.796 -1.665 -2.635 -0.376
C -0.75247 0.71165 0.92117 -0.624 0.208 2.636 0.928
C 0.10494 -0.49086 1.50086 1.711 0.645 -0.761 -1.842
C 1.62974 -0.48856 1.03659 -0.104 -2.001 0.406 0.523
C 2.34330 -1.70085 1.81513 -0.156 0.377 0.178 0.897
C 3.85964 -1.41926 2.14777 -0.862 -1.174 0.531 -1.242
C 2.13902 -3.09525 1.11041 -0.045 0.177 0.578 -1.394
C 0.02875 2.04654 1.26125 1.150 -0.090 -0.801 -0.509
C 0.89427 2.60783 0.06009 -0.503 1.016 0.303 -0.624
F -0.83628 3.05146 1.78617 0.917 -0.807 -0.728 -0.408
C -1.49767 0.56924 -0.45766 0.447 1.166 0.231 0.991
N -2.09702 1.95771 -0.63740 -0.255 -0.026 -2.055 -0.818
C -1.82397 2.40593 -1.76175 1.900 -0.126 2.053 0.416
O -1.20921 2.88219 -2.63650 -1.322 0.067 -0.445 -0.467
H -3.41501 1.38872 -4.42499 0.560 -0.447 -0.844 0.150
H -3.58445 0.04879 -5.64239 0.630 0.689 0.596 0.225
H -2.49217 1.43142 -6.03487 -0.259 -0.595 1.110 0.411
H -1.24499 -0.78704 -5.15331 -0.394 0.881 0.504 0.432
H -0.85256 0.80241 -4.30309 -0.615 -0.995 -0.027 0.236
H -0.13674 -1.40447 -3.07169 -0.965 -0.373 0.385 0.446
H -1.48793 -2.53872 -3.57897 0.399 0.776 0.681 0.348
H -1.55894 -3.28453 -1.44652 0.052 1.253 0.275 0.533
H -0.58490 -1.96824 -0.71072 -0.907 0.211 -0.506 -0.444
H -3.99046 0.58876 -1.67234 -0.145 -0.519 1.154 0.071
H -4.38236 1.06250 0.04028 0.463 -0.788 -0.503 0.561
H -5.74525 -0.60721 1.61668 -0.235 -0.581 -1.010 0.319
H -7.53216 -2.37403 1.77688 0.452 0.185 -0.949 0.346
H -8.18966 -3.81660 -0.29392 0.859 0.820 -0.292 0.509
H -6.99109 -3.32409 -2.55614 0.490 0.883 0.988 0.538
H -4.16484 -2.19672 -3.36583 -0.887 0.866 0.523 0.068
H -4.64776 -0.44462 -3.33000 -0.347 -0.994 0.232 -0.350
H -5.78166 -1.71337 -3.96624 0.687 0.274 1.000 0.413
H -1.71797 0.71841 2.84583 -0.269 -0.312 -0.396 0.516
H -0.29947 -1.51461 1.28733 0.004 1.045 0.190 0.365
H 0.12742 -0.35529 2.62603 -0.196 -0.175 -1.231 0.593
H 1.69833 -0.77474 -0.05668 0.007 0.861 0.912 0.042
H 2.17739 0.45633 1.28861 -0.612 -0.723 -0.492 -0.084
H 1.80749 -1.76830 2.81068 0.710 -0.006 -1.023 0.015
H 3.89307 -0.61347 2.93058 0.262 -0.447 -0.917 0.330
H 4.45999 -1.20614 1.22562 -0.457 0.003 0.936 0.266
H 4.26079 -2.36938 2.64632 -0.480 1.555 -0.868 0.249
H 2.51709 -3.88195 1.83268 -0.302 0.734 -0.960 0.434
H 2.68410 -3.18712 0.12235 -0.730 0.144 1.235 0.122
H 1.03416 -3.28695 1.00546 1.013 0.091 -0.180 0.390
H 0.76831 1.82013 2.08712 -1.139 0.159 -0.633 0.597
H 0.38293 3.52731 -0.36233 0.397 -1.147 0.365 0.352
H 1.02804 1.87192 -0.77590 -0.044 0.609 0.899 0.248
H 1.89114 2.97449 0.43864 -0.947 -0.719 -0.516 -0.400
H -0.83633 0.48623 -1.35626 -0.453 -1.079 1.022 1.009
O 3.90352 3.86098 1.25250 0.645 -0.503 0.043 -0.550
H 3.83685 4.50892 0.53876 -0.157 0.060 0.138 0.286
H 4.80288 3.97969 1.59216 -0.012 0.223 0.045 0.215
O -8.23912 -2.48057 -4.40154 0.177 -0.191 -0.275 -0.639
H -9.03637 -2.81811 -3.97819 0.001 0.282 0.008 0.321
H -8.06216 -1.65644 -3.93210 -0.246 -0.064 0.040 0.297
O -9.74346 -5.35113 0.31154 0.096 -0.113 0.081 -0.649
H -9.35608 -5.56558 1.16805 -0.031 0.061 -0.072 0.305
H -9.79194 -6.20242 -0.14296 -0.217 0.044 0.050 0.304
O -5.60709 1.95893 -5.33893 -0.298 0.188 -0.061 -0.542
H -6.39381 1.73340 -5.84923 0.076 -0.042 0.062 0.267
H -5.82516 2.80781 -4.93656 0.040 -0.080 -0.015 0.278
O 6.20276 -3.18891 3.06286 0.522 -0.324 0.121 -0.545
H 6.25184 -3.81936 3.79253 -0.103 0.095 0.015 0.238
H 7.10978 -3.13862 2.73624 -0.108 -0.067 -0.054 0.251
O 6.76889 5.35402 2.22279 -0.012 -0.039 -0.087 -0.523
H 6.70239 6.00281 1.50762 0.087 -0.138 -0.105 0.293
H 7.66445 5.47141 2.56124 -0.078 0.202 0.108 0.223
O 4.65297 -2.75196 -0.91307 0.244 0.079 -0.341 -0.667
H 4.51768 -2.10245 -1.61384 0.016 -0.031 0.070 0.322
H 5.54580 -2.56289 -0.58849 -0.008 -0.052 0.063 0.271
O 4.93357 3.11310 4.01249 -0.096 -0.114 -0.060 -0.573
H 4.13847 2.92259 3.49848 -0.001 0.062 0.094 0.239
H 4.75515 3.97513 4.40720 0.142 -0.010 -0.105 0.312
O -10.39427 -1.27672 -0.32619 -0.049 -0.116 0.089 -0.725
H -9.45892 -1.07816 -0.17773 -0.012 -0.059 -0.061 0.332
H -10.45364 -2.23059 -0.18816 0.054 0.056 0.028 0.332
O 6.07180 1.74830 1.53714 0.093 -0.125 0.533 -0.643
H 5.13848 1.90999 1.34290 0.086 0.045 -0.181 0.180
H 6.22285 2.22438 2.36903 -0.337 0.066 0.054 0.270
O 7.78510 -2.14451 0.33429 0.009 -0.080 0.276 -0.582
H 8.17438 -1.42591 0.85084 -0.145 0.072 -0.112 0.324
H 8.13344 -2.94413 0.74443 0.042 0.009 -0.240 0.287
O -3.72199 -3.75893 -5.10807 -0.049 -0.198 -0.123 -0.612
H -4.53359 -3.43483 -5.51682 0.068 0.037 0.077 0.311
H -3.95490 -4.64007 -4.79321 0.050 0.081 -0.009 0.290
O 7.07379 -0.52609 3.58580 0.100 0.059 -0.160 -0.625
H 6.64516 0.16910 3.07220 -0.006 -0.012 -0.144 0.405
H 6.56637 -1.32371 3.37265 -0.127 0.025 0.238 0.342
O 7.27025 6.16465 -0.87511 -0.029 0.007 0.059 -0.598
H 7.83400 5.39918 -1.03763 -0.128 -0.003 0.074 0.306
H 7.72143 6.88767 -1.32903 0.086 -0.090 0.076 0.300
O -2.84915 3.95266 4.27461 -0.057 -0.059 -0.157 -0.671
H -2.63640 3.31222 3.58348 0.047 0.091 0.008 0.345
H -3.40207 4.60281 3.82736 0.056 -0.056 0.066 0.304
O 9.69797 6.49134 3.61457 0.056 -0.218 0.102 -0.608
H 10.13131 7.17695 4.13532 -0.109 0.011 -0.101 0.296
H 9.96084 5.66935 4.04588 0.003 0.077 -0.030 0.319
O 4.34038 -5.23645 -3.16336 0.029 0.029 0.166 -0.647
H 4.68093 -6.00120 -2.68653 -0.046 0.063 -0.075 0.304
H 4.33091 -4.53269 -2.50045 0.052 -0.016 0.028 0.356
O 2.02045 -2.15787 5.11195 -0.141 0.087 0.235 -0.596
H 1.24289 -2.53352 5.54178 0.073 -0.019 -0.070 0.287
H 2.17524 -1.33343 5.58817 0.068 -0.079 -0.050 0.302
O 2.16591 5.73472 1.11147 -0.508 0.226 -0.240 -0.604
H 1.36805 6.09686 0.70730 0.092 0.069 0.065 0.313
H 1.89578 4.86339 1.42376 0.105 0.106 0.114 0.352
O -11.53826 -7.96143 -0.12211 -0.138 -0.029 0.015 -0.622
H -11.95511 -8.04838 0.74282 0.101 0.032 -0.051 0.317
H -12.27913 -7.84928 -0.72874 0.118 0.010 0.002 0.317
O 9.93988 7.10301 -1.89626 0.203 -0.048 -0.078 -0.599
H 10.40278 6.25779 -1.85719 -0.078 0.056 0.027 0.307
H 10.60098 7.71667 -2.23633 -0.129 0.008 0.027 0.293
O 7.71715 0.99431 6.17962 0.137 0.092 -0.078 -0.645
H 7.90171 0.34008 5.49183 -0.226 0.026 -0.020 0.334
H 7.19896 1.66827 5.72539 -0.032 -0.125 0.051 0.297
O -10.26881 -0.88546 -3.09240 -0.477 -0.040 -0.107 -0.611
H -10.67124 -0.98617 -2.21302 0.370 0.043 0.166 0.369
H -11.01912 -0.76787 -3.68600 0.173 0.034 -0.056 0.296
O 8.53910 2.89226 0.73559 0.191 0.183 0.207 -0.620
H 7.72079 2.58366 1.15288 -0.009 -0.012 -0.491 0.449
H 8.74767 3.70643 1.20682 -0.030 -0.052 -0.103 0.287
```
Forces are in eV/Å.

As for the spin multiplicity: 1. As for the strongest force on any atom: 3.217 eV/A. The orbital gap is 8.06 eV. The HOMO energy is -8.045 eV.


Q: The lowest strongest force on any atom belongs to which entry?
A: C24H83FN2O28